Entry 1:
C15H18N4O4PtS3 | ωB97M-V/def2-TZVPD

DFT total energy in Ha: -2416.28031
ΔE to the lowest compared entry with this formula, charge and spin in kcal per mole: 0.00
Net charge: 0
Gap between HOMO and LUMO in Ha: 0.30480
E_LUMO in eV: 0.33

Positions of all 45 atoms, in Å:
Pt (0.456, 0.468, 1.006)
N (-2.835, -1.392, 6.279)
C (-2.714, -0.543, 5.181)
C (-3.540, -0.706, 4.065)
C (-3.381, 0.102, 2.954)
C (-2.391, 1.079, 2.938)
C (-1.581, 1.262, 4.048)
C (-1.734, 0.451, 5.158)
S (-2.289, 2.163, 1.546)
O (-1.554, 3.330, 1.966)
O (-3.624, 2.303, 1.044)
N (-1.384, 1.263, 0.520)
C (-1.351, 1.487, -0.846)
N (-2.189, 2.312, -1.467)
C (-2.068, 2.376, -2.792)
C (-1.135, 1.651, -3.513)
C (-0.286, 0.849, -2.765)
N (-0.381, 0.765, -1.451)
H (-3.735, -1.830, 6.391)
H (-2.471, -1.035, 7.147)
H (-4.314, -1.466, 4.079)
H (-4.037, -0.002, 2.098)
H (-0.845, 2.052, 4.043)
H (-1.096, 0.594, 6.024)
H (-2.753, 3.050, -3.296)
H (-1.064, 1.722, -4.588)
H (0.502, 0.266, -3.230)
C (-0.310, -2.076, 2.907)
C (-0.615, -2.362, 1.471)
C (-1.303, -3.638, 1.080)
O (-0.331, -1.567, 0.584)
H (-0.543, -2.910, 3.564)
H (-0.886, -1.199, 3.207)
H (0.741, -1.795, 2.992)
H (-1.296, -4.378, 1.877)
H (-0.839, -4.040, 0.179)
H (-2.339, -3.393, 0.831)
C (4.161, 2.928, 3.118)
O (4.037, 1.596, 2.578)
C (2.876, 1.247, 2.103)
S (2.604, -0.265, 1.386)
S (1.472, 2.185, 2.056)
H (5.182, 3.004, 3.474)
H (3.459, 3.065, 3.937)
H (3.970, 3.660, 2.336)

Entry 2:
C29H51NOP2Si4SmTe | ωB97M-V/def2-TZVPD

DFT total energy in Ha: -4032.24743
ΔE to the lowest compared entry with this formula, charge and spin in kcal per mole: 1.21
Net charge: +1
Gap between HOMO and LUMO (spin up / spin down) in Ha: 0.22749 / 0.24757
E_LUMO (spin up / spin down) in eV: -3.36 / -2.84
Spin multiplicity: 6

Positions of all 90 atoms, in Å:
C (4.153, 3.172, -1.109)
C (2.761, 3.192, -1.073)
C (2.056, 2.670, -2.196)
C (2.738, 2.256, -3.339)
C (4.133, 2.196, -3.329)
C (4.834, 2.645, -2.209)
C (1.916, 1.692, -4.490)
C (0.516, 2.282, -4.526)
C (-0.068, 2.643, -3.314)
C (-1.419, 3.089, -3.257)
C (-2.156, 3.094, -4.441)
C (-1.585, 2.677, -5.647)
C (-0.249, 2.274, -5.694)
H (4.705, 3.568, -0.252)
H (4.651, 1.792, -4.204)
H (5.921, 2.600, -2.189)
H (2.426, 1.894, -5.439)
H (-3.200, 3.422, -4.408)
H (-2.191, 2.665, -6.552)
H (0.212, 1.939, -6.627)
N (0.661, 2.438, -2.121)
Sm (0.119, 0.838, -0.832)
C (2.024, 3.691, 0.155)
H (1.159, 4.316, -0.115)
H (2.706, 4.270, 0.794)
C (-2.051, 3.480, -1.934)
H (-1.374, 4.125, -1.350)
H (-2.995, 4.013, -2.113)
P (1.394, 2.301, 1.247)
P (-2.478, 2.022, -0.831)
C (-3.888, 1.292, -1.734)
H (-4.001, 0.244, -1.428)
H (-4.813, 1.836, -1.499)
H (-3.716, 1.320, -2.818)
C (-3.316, 2.885, 0.542)
H (-4.293, 3.265, 0.215)
H (-3.467, 2.190, 1.377)
H (-2.706, 3.727, 0.896)
C (2.942, 1.860, 2.124)
H (2.959, 2.322, 3.123)
H (2.988, 0.767, 2.223)
H (3.825, 2.189, 1.557)
C (0.511, 3.265, 2.530)
H (0.018, 2.587, 3.238)
H (1.221, 3.897, 3.083)
H (-0.251, 3.905, 2.063)
C (1.785, 0.230, -4.316)
O (1.271, -0.324, -3.347)
H (2.229, -0.171, -5.251)
C (0.474, -0.447, 4.290)
Si (-0.895, -1.112, 3.180)
C (-2.051, -2.225, 4.165)
C (-1.909, 0.324, 2.508)
Si (0.121, -2.353, 1.452)
Te (2.023, -1.254, 0.282)
Si (1.145, -4.219, 2.490)
C (-0.087, -5.235, 3.492)
C (1.894, -5.314, 1.152)
C (2.512, -3.594, 3.625)
Si (-1.427, -3.210, -0.102)
C (-2.451, -4.532, 0.773)
C (-2.592, -1.892, -0.769)
C (-0.467, -3.963, -1.537)
H (0.011, 0.174, 5.073)
H (1.194, 0.175, 3.741)
H (1.031, -1.255, 4.782)
H (-2.782, -1.577, 4.676)
H (-2.613, -2.931, 3.539)
H (-1.510, -2.792, 4.934)
H (-1.290, 1.205, 2.295)
H (-2.471, 0.061, 1.605)
H (-2.645, 0.617, 3.275)
H (-0.792, -5.785, 2.855)
H (0.492, -5.973, 4.068)
H (-0.667, -4.636, 4.203)
H (2.405, -4.730, 0.376)
H (2.637, -5.971, 1.631)
H (1.138, -5.947, 0.668)
H (3.112, -2.806, 3.151)
H (2.118, -3.204, 4.574)
H (3.179, -4.440, 3.851)
H (-2.804, -4.221, 1.765)
H (-3.335, -4.733, 0.148)
H (-1.896, -5.473, 0.887)
H (-2.219, -1.464, -1.715)
H (-3.563, -2.369, -0.988)
H (-2.785, -1.078, -0.055)
H (0.241, -3.245, -1.972)
H (0.095, -4.857, -1.236)
H (-1.188, -4.254, -2.316)

Entry 3:
C4H13NP | ωB97M-V/def2-TZVPD

DFT total energy in Ha: -555.89527
ΔE to the lowest compared entry with this formula, charge and spin in kcal per mole: 112.58
Net charge: +1
Gap between HOMO and LUMO (spin up / spin down) in Ha: 0.31070 / 0.23514
E_LUMO (spin up / spin down) in eV: -4.34 / -5.08

Positions of all 19 atoms, in Å:
C (-0.597, -2.657, 2.146)
C (0.980, 1.173, -2.495)
C (-0.027, 2.920, -0.575)
C (-0.204, -0.629, 0.750)
N (-0.804, -1.935, 0.804)
P (-0.586, 1.514, -1.619)
H (0.544, -2.719, 2.339)
H (-0.936, -2.051, 2.923)
H (-0.867, -3.655, 2.253)
H (1.006, 0.277, -3.264)
H (1.655, 0.994, -1.751)
H (1.158, 1.930, -3.208)
H (-0.406, 3.824, -1.127)
H (1.020, 2.996, -0.665)
H (-0.437, 3.016, 0.463)
H (-0.268, -0.046, 1.621)
H (0.893, -0.691, 0.489)
H (-0.311, -2.401, 0.090)
H (-1.811, -1.861, 0.824)

Entry 4:
C50H82B8F32N10O4 | ωB97M-V/def2-TZVPD

DFT total energy in Ha: -6198.51410
Net charge: +2
Gap between HOMO and LUMO in Ha: 0.16319
E_LUMO in eV: -6.46

Positions of all 186 atoms, in Å:
C (2.056, -0.184, -3.781)
C (1.953, -1.202, -4.913)
O (1.785, -0.940, -6.059)
N (2.072, -2.668, -4.473)
H (2.808, -2.946, -5.106)
H (2.543, -2.617, -3.581)
C (0.740, -3.369, -4.491)
H (3.125, -0.092, -3.589)
H (1.526, -0.567, -2.909)
H (1.716, 0.826, -4.012)
H (1.037, -4.418, -4.488)
H (0.312, -3.072, -5.449)
H (0.236, -2.959, -3.616)
C (-0.815, 2.846, 4.373)
C (-1.432, 4.186, 4.540)
O (-2.193, 4.427, 5.512)
N (-0.850, 5.321, 3.716)
H (-0.025, 5.111, 3.173)
H (-1.441, 5.585, 2.940)
C (-0.477, 6.511, 4.476)
H (-1.034, 2.435, 3.388)
H (-1.251, 2.134, 5.074)
H (0.248, 2.910, 4.608)
H (-1.013, 6.449, 5.423)
H (-0.646, 7.413, 3.889)
H (0.541, 6.314, 4.812)
C (-1.170, -6.043, 0.202)
N (-1.833, -5.516, -1.013)
C (-1.422, -5.917, -2.259)
C (-2.038, -5.404, -3.373)
C (-2.901, -4.329, -3.240)
C (-3.359, -3.952, -1.926)
C (-2.772, -4.618, -0.818)
C (-3.511, -3.645, -4.386)
C (-4.036, -4.455, -5.317)
C (-4.650, -3.900, -6.453)
N (-4.415, -2.605, -6.709)
C (-3.921, -1.738, -5.750)
C (-3.507, -2.248, -4.547)
C (-5.028, -2.073, -7.976)
H (-1.954, -6.473, 0.824)
H (-0.437, -5.389, 0.674)
H (-0.837, -7.048, -0.056)
H (-0.694, -6.714, -2.296)
H (-1.775, -5.839, -4.325)
H (-3.971, -3.065, -1.854)
H (-2.941, -4.327, 0.208)
H (-4.105, -5.524, -5.178)
H (-5.029, -4.487, -7.276)
H (-4.001, -0.696, -6.024)
H (-3.125, -1.557, -3.811)
H (-6.082, -2.297, -7.811)
H (-4.620, -2.596, -8.841)
H (-4.811, -1.010, -8.083)
C (2.599, -3.286, 3.284)
N (3.909, -3.739, 2.845)
C (4.523, -3.161, 1.772)
C (5.866, -3.500, 1.535)
C (6.525, -4.407, 2.409)
C (5.834, -4.958, 3.405)
C (4.535, -4.579, 3.709)
C (7.976, -4.687, 2.367)
C (8.884, -3.632, 2.173)
C (10.284, -3.898, 2.070)
N (10.735, -5.181, 2.180)
C (9.924, -6.236, 2.408)
C (8.591, -6.006, 2.464)
C (12.159, -5.528, 1.831)
H (2.597, -2.344, 3.833)
H (2.230, -3.971, 4.046)
H (1.943, -3.233, 2.414)
H (4.016, -2.401, 1.195)
H (6.460, -2.944, 0.825)
H (6.282, -5.644, 4.109)
H (3.981, -5.047, 4.510)
H (8.513, -2.622, 2.077)
H (11.124, -3.225, 1.989)
H (10.430, -7.189, 2.362)
H (7.953, -6.874, 2.542)
H (12.787, -4.825, 2.378)
H (12.232, -5.418, 0.749)
H (12.359, -6.542, 2.175)
C (-6.232, 2.776, 4.621)
N (-6.089, 3.142, 3.198)
C (-5.873, 4.418, 2.891)
C (-5.846, 4.762, 1.540)
C (-5.774, 3.780, 0.540)
C (-5.842, 2.427, 0.948)
C (-6.101, 2.110, 2.243)
C (-5.492, 4.087, -0.940)
C (-4.706, 3.222, -1.681)
C (-4.355, 3.578, -2.967)
N (-4.951, 4.647, -3.555)
C (-5.874, 5.396, -2.957)
C (-6.178, 5.149, -1.612)
C (-4.535, 4.956, -4.960)
H (-7.100, 3.393, 4.856)
H (-5.394, 3.148, 5.210)
H (-6.443, 1.709, 4.694)
H (-6.075, 5.110, 3.695)
H (-5.728, 5.796, 1.249)
H (-5.771, 1.692, 0.160)
H (-6.392, 1.138, 2.612)
H (-4.139, 2.366, -1.347)
H (-3.726, 3.010, -3.636)
H (-6.232, 6.285, -3.453)
H (-6.866, 5.781, -1.070)
H (-4.301, 6.021, -4.952)
H (-5.428, 4.646, -5.502)
H (-3.675, 4.359, -5.261)
C (-0.749, 4.938, -2.950)
C (0.423, 4.013, -2.394)
C (1.697, 3.960, -3.204)
O (2.414, 2.816, -2.743)
C (3.785, 2.954, -2.962)
N (0.761, 4.383, -0.942)
H (0.881, 3.541, -0.397)
H (1.603, 4.938, -0.895)
H (-0.111, 4.777, -0.618)
H (-1.778, 4.650, -2.736)
H (-0.662, 4.945, -4.037)
H (-0.650, 5.971, -2.616)
H (-0.042, 3.029, -2.336)
H (2.199, 4.902, -2.981)
H (1.639, 4.031, -4.290)
H (4.307, 2.000, -2.885)
H (4.181, 3.657, -2.229)
H (4.027, 3.339, -3.953)
C (-2.410, -0.284, -0.019)
C (-1.099, -0.448, 0.840)
C (0.061, 0.468, 0.514)
O (1.191, 0.199, 1.302)
C (2.489, 0.696, 0.841)
N (-1.280, -0.617, 2.359)
H (-1.889, -1.415, 2.471)
H (-0.444, -0.882, 2.859)
H (-1.859, -0.030, 2.942)
H (-2.193, -0.413, -1.080)
H (-2.881, 0.699, 0.007)
H (-3.164, -1.050, 0.157)
H (-0.752, -1.475, 0.726)
H (-0.212, 1.523, 0.520)
H (0.428, 0.352, -0.506)
H (2.557, 1.633, 0.287)
H (2.863, -0.206, 0.357)
H (3.082, 0.816, 1.748)
B (2.335, 4.425, 2.656)
F (1.202, 4.739, 1.975)
F (2.316, 3.120, 3.186)
F (3.376, 4.699, 1.775)
F (2.461, 5.204, 3.844)
B (-3.840, 0.356, 4.542)
F (-4.027, 1.014, 3.314)
F (-3.648, 1.316, 5.561)
F (-4.993, -0.397, 4.813)
F (-2.702, -0.468, 4.708)
B (-1.800, 5.043, 0.942)
F (-0.931, 6.095, 1.200)
F (-2.791, 5.316, 1.879)
F (-2.308, 5.162, -0.285)
F (-1.244, 3.801, 1.136)
B (1.029, -0.168, 5.553)
F (2.196, 0.644, 5.530)
F (0.416, 0.212, 6.724)
F (0.229, 0.189, 4.603)
F (1.303, -1.533, 5.443)
B (1.256, -3.624, -1.026)
F (1.808, -2.550, -1.638)
F (1.389, -4.701, -1.908)
F (1.752, -4.092, 0.161)
F (-0.108, -3.312, -0.899)
B (-1.622, 0.999, -3.744)
F (-0.878, 1.827, -4.470)
F (-0.961, -0.221, -3.644)
F (-1.852, 1.611, -2.521)
F (-2.832, 0.746, -4.360)
B (-2.501, -3.625, 3.203)
F (-1.924, -4.689, 2.524)
F (-1.441, -3.007, 3.887)
F (-3.158, -2.726, 2.378)
F (-3.425, -4.214, 4.139)
B (6.952, 0.549, 2.294)
F (5.709, -0.017, 2.361)
F (7.391, 1.102, 3.460)
F (7.780, -0.474, 1.965)
F (6.964, 1.446, 1.323)

Entry 5:
C21H23N6NiSe2 | ωB97M-V/def2-TZVPD

DFT total energy in Ha: -7453.49167
ΔE to the lowest compared entry with this formula, charge and spin in kcal per mole: 12.41
Net charge: +1
Gap between HOMO and LUMO (spin up / spin down) in Ha: 0.29554 / 0.29536
E_LUMO (spin up / spin down) in eV: -3.19 / -3.20

Positions of all 53 atoms, in Å:
Ni (0.713, 1.115, -0.494)
Se (2.248, 4.053, -1.750)
Se (3.790, 3.330, -0.189)
C (3.870, 1.484, -0.719)
C (5.124, 0.888, -0.762)
C (5.239, -0.385, -1.286)
C (4.103, -0.999, -1.795)
C (2.896, -0.345, -1.676)
N (2.756, 0.863, -1.104)
C (0.767, 4.106, -0.530)
C (0.157, 5.325, -0.288)
C (-0.824, 5.402, 0.687)
C (-1.120, 4.265, 1.418)
C (-0.489, 3.082, 1.090)
N (0.420, 2.983, 0.106)
H (5.991, 1.441, -0.429)
H (6.204, -0.871, -1.338)
H (4.146, -1.968, -2.271)
H (1.988, -0.807, -2.043)
H (0.479, 6.199, -0.836)
H (-1.319, 6.342, 0.894)
H (-1.848, 4.277, 2.217)
H (-0.723, 2.165, 1.611)
C (-3.918, 0.880, -1.236)
C (-3.358, -0.005, -0.328)
C (-1.991, 0.030, -0.068)
C (-1.165, 0.950, -0.706)
C (-1.745, 1.844, -1.605)
C (-3.106, 1.800, -1.882)
H (-4.981, 0.854, -1.437)
H (-3.983, -0.728, 0.182)
H (-1.594, -0.677, 0.650)
H (-1.134, 2.579, -2.119)
H (-3.531, 2.493, -2.597)
C (-1.966, -3.685, 2.253)
C (-1.326, -4.318, 1.021)
C (-2.038, -3.901, -0.262)
C (0.178, -4.045, 0.948)
N (0.509, -2.615, 0.988)
C (0.712, -1.803, 2.036)
N (0.932, -0.587, 1.602)
N (0.845, -0.699, 0.259)
N (0.591, -1.892, -0.123)
H (-2.999, -4.018, 2.350)
H (-1.987, -2.595, 2.177)
H (-1.444, -3.960, 3.172)
H (-1.398, -5.405, 1.121)
H (-1.925, -2.833, -0.457)
H (-3.105, -4.111, -0.185)
H (-1.650, -4.441, -1.127)
H (0.595, -4.423, 0.016)
H (0.705, -4.511, 1.780)
H (0.704, -2.123, 3.064)

Entry 6:
C14H19NO9S | ωB97M-V/def2-TZVPD

DFT total energy in Ha: -1674.84575
SMILES: C#C[C@]1(N=C=S)COC(=O)O1.CCOC(=O)OC.CCOC(=O)OC
Net charge: 0
Gap between HOMO and LUMO in Ha: 0.35026
E_LUMO in eV: -0.57

Positions of all 44 atoms, in Å:
C (-3.950, -0.666, 0.091)
C (-2.884, -1.266, 0.033)
C (-1.582, -2.083, 0.393)
N (-1.845, -3.400, 1.054)
C (-2.615, -4.022, 0.266)
S (-3.641, -4.682, -0.805)
C (-0.495, -1.096, 1.008)
O (0.774, -1.569, 0.456)
C (0.448, -2.793, -0.201)
O (1.087, -3.795, -0.261)
O (-0.821, -2.477, -0.799)
H (-4.834, -0.008, 0.316)
H (-0.840, -0.085, 0.604)
H (-0.350, -1.041, 2.125)
C (0.913, -2.778, -4.096)
C (0.843, -1.392, -3.482)
O (1.479, -0.417, -4.319)
C (0.788, -0.049, -5.406)
O (-0.301, -0.453, -5.728)
O (1.532, 0.833, -6.090)
C (0.957, 1.229, -7.335)
H (1.948, -3.042, -4.326)
H (0.499, -3.522, -3.413)
H (0.357, -2.825, -5.032)
H (1.387, -1.392, -2.534)
H (-0.186, -1.098, -3.263)
H (-0.057, 1.609, -7.199)
H (0.963, 0.389, -8.032)
H (1.573, 2.028, -7.748)
C (-0.539, 3.975, 6.473)
C (0.501, 2.903, 6.740)
O (0.475, 1.886, 5.730)
C (1.020, 2.225, 4.554)
O (1.526, 3.284, 4.282)
O (0.883, 1.183, 3.719)
C (1.328, 1.447, 2.388)
H (-1.530, 3.527, 6.364)
H (-0.564, 4.698, 7.290)
H (-0.328, 4.512, 5.548)
H (0.273, 2.408, 7.686)
H (1.504, 3.327, 6.831)
H (2.357, 1.809, 2.379)
H (0.662, 2.167, 1.909)
H (1.288, 0.513, 1.830)

Entry 7:
CH8NO | ωB97M-V/def2-TZVPD

DFT total energy in Ha: -172.62308
ΔE to the lowest compared entry with this formula, charge and spin in kcal per mole: 16.86
Net charge: +1
Gap between HOMO and LUMO in Ha: 0.40243
E_LUMO in eV: -4.01

Positions of all 11 atoms, in Å:
N (0.003, 1.475, -1.240)
H (-0.774, 1.747, -1.852)
H (0.753, 0.946, -1.686)
H (-0.251, 0.903, -0.412)
H (0.505, 2.337, -1.004)
C (0.279, -1.306, 1.226)
O (-0.606, -0.792, 0.219)
H (1.245, -0.827, 1.075)
H (0.300, -2.394, 1.305)
H (-0.003, -0.851, 2.217)
H (-1.452, -1.240, 0.152)

Entry 8:
C3H5NOS2 | ωB97M-V/def2-TZVPD

DFT total energy in Ha: -1043.60661
SMILES: C=NSCOC=S
ΔE to the lowest compared entry with this formula, charge and spin in kcal per mole: 51.84
Net charge: 0
Gap between HOMO and LUMO in Ha: 0.33327
E_LUMO in eV: 0.25

Positions of all 12 atoms, in Å:
C (-2.564, -1.365, 0.018)
C (0.459, 1.181, 0.397)
C (2.415, 0.156, -0.355)
H (-3.108, -1.889, 0.847)
H (-2.876, -1.666, -0.973)
H (-0.035, 1.296, 1.343)
H (0.787, 2.114, -0.092)
H (2.118, 0.731, -1.276)
N (-1.674, -0.515, 0.354)
O (1.576, 0.353, 0.625)
S (-0.785, 0.446, -0.717)
S (3.686, -0.842, -0.170)

Entry 9:
C4H9N2 | ωB97M-V/def2-TZVPD

DFT total energy in Ha: -266.85092
ΔE to the lowest compared entry with this formula, charge and spin in kcal per mole: 155.85
Net charge: +1
Gap between HOMO and LUMO (spin up / spin down) in Ha: 0.28491 / 0.28494
E_LUMO (spin up / spin down) in eV: -5.31 / -5.31

Positions of all 15 atoms, in Å:
C (-0.192, 0.533, -0.294)
C (-1.489, 1.019, 0.209)
C (0.575, -1.736, 0.970)
C (0.481, 0.759, -1.584)
N (1.858, 0.222, 1.350)
N (1.078, -0.486, 0.969)
H (-2.191, 0.861, -0.692)
H (-1.494, 2.133, 0.408)
H (-1.798, 0.447, 1.174)
H (1.176, -2.309, 1.634)
H (-0.549, -1.838, 1.184)
H (0.612, -2.301, 0.009)
H (-0.207, 0.900, -2.410)
H (0.827, 1.760, -1.281)
H (1.312, 0.035, -1.644)